No. 1
120
Properties=species:S:1:pos:R:3:forces:R:3:lowdin_charge:R:1 method="wB97M-V/def2-TZVPD" energy_ha=-6799.4253 spin_multiplicity=2 s2=0.873 lumo_energy_ev="0.13 / 0.13" e_homo_ev="-6.23 / -4.93"
V -0.13974 -0.18782 -0.12404 3.0 -1.0 0.3 0.801
C -4.71592 1.85940 -2.06175 -0.4 0.1 0.1 -0.030
N -3.31531 1.53062 -2.08952 0.4 -0.1 0.2 -0.055
C -2.63251 0.92722 -1.07614 -0.3 0.5 -0.2 -0.390
N -1.34331 0.79962 -1.39101 -1.4 0.5 -0.6 0.028
C -1.18722 1.35043 -2.63189 -0.6 0.0 -0.4 -0.142
C -2.41906 1.79022 -3.09289 0.5 -0.1 0.2 -0.091
C -2.77275 2.48093 -4.33406 -0.1 0.1 -0.2 -0.168
C -1.98034 3.53864 -4.78249 -0.1 0.0 0.1 -0.027
C -2.27688 4.18570 -5.96651 0.0 0.0 0.0 -0.069
C -3.38089 3.80380 -6.71294 0.0 0.0 0.0 -0.086
C -4.18107 2.76450 -6.27058 -0.1 0.0 -0.1 -0.079
C -3.87764 2.09973 -5.09410 0.2 0.0 0.0 -0.039
C 0.10481 1.53156 -3.29321 0.3 0.0 0.0 -0.176
C 1.19978 1.96428 -2.54926 -0.2 0.1 -0.1 -0.019
C 2.38974 2.28184 -3.18440 0.1 0.0 0.0 -0.083
C 2.50696 2.14901 -4.55816 0.0 0.0 0.0 -0.094
C 1.42882 1.67988 -5.29798 -0.1 0.0 0.0 -0.071
C 0.23460 1.37400 -4.67271 0.1 -0.1 0.1 -0.040
P -3.26084 0.76324 0.61962 0.4 -0.6 -0.4 1.187
C -2.77938 -0.98981 0.78980 0.2 0.0 0.4 -0.402
N -1.52686 -1.40969 0.64717 -1.5 -0.8 0.4 0.027
C -1.47824 -2.68897 1.16095 -0.6 -0.1 0.3 -0.128
C -2.75079 -3.02940 1.59686 0.5 0.0 -0.2 -0.120
N -3.54872 -1.94351 1.37439 0.3 0.3 -0.2 -0.053
C -4.97592 -1.86986 1.54628 -0.4 0.0 0.1 -0.026
C -3.22373 -4.30620 2.13999 -0.2 -0.2 0.0 -0.180
C -3.88308 -4.39159 3.36506 0.1 0.0 -0.1 -0.042
C -4.26547 -5.62470 3.86559 -0.1 -0.1 0.1 -0.075
C -3.99894 -6.78180 3.15206 0.0 0.0 0.0 -0.083
C -3.34128 -6.70464 1.93356 0.0 -0.1 0.0 -0.068
C -2.95633 -5.47635 1.43066 -0.1 0.1 0.0 -0.019
C -0.28191 -3.50468 1.42104 0.3 -0.2 0.0 -0.158
C -0.19109 -4.19446 2.63221 0.0 0.2 0.0 -0.028
C 0.92394 -4.95775 2.93009 0.0 0.0 0.1 -0.071
C 1.97747 -5.03261 2.03459 0.0 0.0 0.0 -0.082
C 1.90148 -4.34208 0.83671 0.0 -0.1 0.0 -0.064
C 0.77837 -3.59808 0.52393 -0.1 -0.1 0.0 -0.020
C -1.81028 1.49004 1.42532 0.0 0.4 0.3 -0.408
N -0.54099 1.34616 1.03470 -0.8 1.7 1.5 0.008
C 0.21099 2.24937 1.75787 -0.4 0.2 0.4 -0.116
C -0.63518 2.90755 2.63745 0.1 -0.2 -0.2 -0.108
N -1.89700 2.43850 2.40384 0.3 -0.3 -0.4 -0.048
C -3.08461 2.78556 3.13938 -0.5 0.2 0.1 -0.043
C -0.38115 3.85569 3.72718 0.0 0.1 0.2 -0.202
C -0.96169 5.12079 3.72433 0.1 -0.1 0.0 -0.040
C -0.73399 5.99346 4.77463 0.0 0.1 0.0 -0.076
C 0.06408 5.60461 5.83922 0.0 0.0 0.1 -0.080
C 0.63308 4.34038 5.85424 0.1 0.0 0.0 -0.058
C 0.41758 3.47065 4.80159 -0.1 0.0 -0.1 -0.017
C 1.64315 2.50314 1.56873 0.4 -0.1 -0.1 -0.128
C 2.23386 3.65790 2.09642 -0.1 0.0 -0.1 -0.021
C 3.59644 3.86902 2.00340 0.0 0.1 0.1 -0.075
C 4.40920 2.93599 1.38054 0.0 -0.1 0.0 -0.080
C 3.82937 1.82208 0.80029 0.1 0.0 -0.1 -0.064
C 2.46345 1.61597 0.87083 -0.3 0.1 0.1 -0.048
H -4.99842 2.12177 -1.04169 0.0 0.0 -0.1 0.063
H -5.33249 1.01674 -2.38229 0.1 0.0 0.0 0.099
H -4.90765 2.70659 -2.71775 0.0 0.0 0.1 0.096
H -1.12323 3.83696 -4.19774 0.1 0.0 0.0 0.123
H -1.64070 4.98810 -6.30995 0.0 0.1 0.0 0.106
H -3.60679 4.30888 -7.64078 0.0 0.0 0.0 0.102
H -5.03930 2.45984 -6.85296 0.0 0.0 0.0 0.104
H -4.47759 1.25527 -4.78468 0.0 0.0 0.0 0.114
H 1.10568 2.09723 -1.47618 0.0 0.0 0.0 0.101
H 3.22529 2.64405 -2.60150 0.1 0.0 0.1 0.104
H 3.43479 2.40047 -5.05544 0.0 0.0 0.0 0.101
H 1.51576 1.55553 -6.36822 0.0 0.0 -0.1 0.104
H -0.59707 0.99702 -5.24903 0.0 -0.1 0.0 0.126
H -5.48085 -2.47951 0.79452 0.0 0.0 0.1 0.107
H -5.28457 -0.83154 1.43316 0.0 -0.1 0.0 0.060
H -5.25507 -2.21250 2.53989 0.0 0.0 -0.1 0.072
H -4.06788 -3.49998 3.94911 0.0 0.1 0.0 0.084
H -4.76589 -5.68609 4.82238 0.0 0.0 0.0 0.105
H -4.29326 -7.74296 3.54824 0.0 -0.1 0.0 0.102
H -3.12674 -7.60490 1.37566 0.0 0.0 0.0 0.106
H -2.43839 -5.41173 0.48452 0.1 0.0 -0.1 0.126
H -0.98185 -4.11072 3.36420 0.0 0.0 0.0 0.115
H 0.97862 -5.47822 3.87651 0.0 0.0 0.0 0.103
H 2.85866 -5.60988 2.27731 0.0 0.0 0.0 0.101
H 2.73324 -4.37568 0.14610 0.0 0.0 -0.1 0.102
H 0.71942 -3.06142 -0.40694 0.0 0.0 0.0 0.081
H -2.82804 2.97262 4.18213 0.0 -0.1 -0.1 0.101
H -3.79206 1.95879 3.08296 0.1 0.1 0.1 0.033
H -3.55686 3.68246 2.73103 0.0 0.0 0.0 0.096
H -1.57270 5.42465 2.88520 0.0 0.0 -0.1 0.118
H -1.18025 6.97783 4.76010 0.0 0.1 0.0 0.104
H 0.23965 6.28507 6.65985 0.0 0.0 0.0 0.103
H 1.24501 4.02431 6.68686 0.0 0.0 0.0 0.110
H 0.86640 2.48890 4.80032 0.0 -0.1 0.0 0.107
H 1.62276 4.40114 2.58298 0.0 0.1 0.0 0.103
H 4.02877 4.76216 2.43433 0.0 0.0 0.0 0.103
H 5.48188 3.07154 1.35026 0.0 0.0 0.0 0.102
H 4.45475 1.08354 0.31939 0.0 0.0 -0.1 0.101
H 2.04408 0.72988 0.41418 0.2 -0.1 0.1 0.068
N 2.94407 -0.72989 -1.60808 0.2 0.1 0.3 0.020
C 2.96765 -1.38462 -2.91074 0.0 -0.1 -0.1 -0.256
C 1.74179 -2.27716 -3.14957 -0.2 0.5 0.3 -0.081
C 0.41786 -1.60385 -2.74050 0.1 -0.7 -1.2 -0.603
O -0.44958 -1.36689 -3.57205 0.1 0.0 0.0 0.047
O 0.29176 -1.39457 -1.48699 0.1 -0.5 -0.1 -0.173
H 3.78781 -0.18003 -1.49406 0.0 -0.1 0.0 0.063
H 2.91718 -1.41561 -0.85686 0.0 0.1 0.0 0.080
H 3.87458 -1.99814 -3.04529 -0.2 0.1 -0.1 0.107
H 2.98793 -0.59567 -3.66695 0.0 0.0 0.0 0.098
H 1.83981 -3.19380 -2.56236 0.0 -0.1 0.0 0.107
H 1.68925 -2.53698 -4.20576 0.0 -0.1 0.1 0.114
Br -3.49870 -0.45648 4.84591 0.0 0.0 0.0 0.764
C -1.59881 -0.31636 4.92528 -0.1 0.0 0.0 -0.621
C -0.98688 0.05654 6.10980 -0.2 0.0 -0.1 -0.197
N 0.33060 0.13674 6.20269 0.2 0.2 0.3 0.074
C 1.06480 -0.12548 5.13064 0.2 -0.1 -0.3 -0.089
C 0.53511 -0.48445 3.89213 0.0 0.0 -0.1 -0.071
C -0.84418 -0.59818 3.80435 0.1 0.0 0.0 -0.050
C 1.45608 -0.72916 2.68842 0.4 0.0 0.5 -0.597
O 2.66206 -0.74980 2.90498 0.0 0.0 0.0 0.051
O 0.88362 -0.89333 1.57184 -0.4 0.2 -0.7 -0.112
H -1.56000 0.29648 6.99692 -0.1 0.0 0.0 0.101
H 2.13750 -0.04242 5.24654 0.1 0.0 -0.1 0.123
H -1.30252 -0.90742 2.88074 0.0 0.0 -0.1 0.086


No. 2
114
Properties=species:S:1:pos:R:3:forces:R:3:lowdin_charge:R:1 method="wB97M-V/def2-TZVPD" energy_ha=-6682.7407 spin_multiplicity=6 s2=8.844 lumo_energy_ev="0.37 / 0.33" e_homo_ev="-4.04 / -5.59"
Mn 0.00000 0.00000 0.00000 -1.0 1.7 1.4 0.307
F -3.74080 2.31240 3.84010 -0.7 0.4 0.4 -0.309
Ge -2.54640 1.69480 2.71570 0.1 -0.2 -0.1 0.985
C -1.83640 0.42440 4.09360 0.6 -1.1 0.2 -0.228
C -2.21170 0.68650 5.43730 0.2 -0.2 -0.2 -0.096
C -1.78480 -0.11440 6.49550 0.1 0.1 -0.5 -0.082
C -0.96220 -1.20240 6.25650 0.1 -0.1 -0.2 -0.079
C -0.55510 -1.48280 4.96010 -0.3 0.5 0.2 -0.104
C -0.96760 -0.68050 3.87630 -0.4 0.3 0.9 -0.382
P -0.35260 -1.13010 2.21460 0.7 -0.1 -0.3 1.034
C 1.49830 -1.15140 2.38890 0.3 0.2 3.5 -0.371
C 2.16650 -0.65120 3.52170 -0.4 -0.8 -0.8 -0.087
C 3.56260 -0.69210 3.59180 0.6 -0.2 -0.4 -0.113
C 4.30430 -1.21850 2.53190 -0.6 0.2 0.1 -0.107
C 3.65140 -1.69630 1.39440 0.6 0.3 0.3 -0.087
C 2.25660 -1.65760 1.32090 0.8 -0.9 0.8 -0.221
C -0.82390 -2.92720 2.29470 0.2 -0.2 -0.3 -0.314
C 0.11810 -3.97310 2.31880 -0.7 -0.2 0.0 -0.071
C -0.30730 -5.30310 2.38300 -0.4 0.4 0.0 -0.080
C -1.66990 -5.60370 2.42880 0.1 0.4 0.0 -0.091
C -2.61100 -4.57360 2.41270 0.5 0.2 0.1 -0.089
C -2.18990 -3.24280 2.34580 0.3 -0.4 0.0 -0.099
C -1.37350 3.28800 2.84180 0.7 0.5 -0.4 -0.236
C -1.72930 4.27230 3.79390 0.3 0.1 -0.3 -0.087
C -0.98350 5.43950 3.95290 0.0 -0.4 -0.2 -0.076
C 0.13670 5.66210 3.16560 0.0 -0.3 -0.2 -0.074
C 0.52030 4.71080 2.22780 -0.3 -0.2 0.3 -0.101
C -0.20720 3.51400 2.06640 -0.4 0.1 0.9 -0.369
P 0.36810 2.30920 0.80220 0.7 1.1 -0.1 1.063
C 0.22350 3.54740 -0.57940 0.4 -0.1 -0.5 -0.340
C -1.06910 3.97090 -0.93370 0.4 0.1 -0.3 -0.101
C -1.25890 4.90480 -1.95520 0.5 -0.1 0.2 -0.072
C -0.15800 5.42990 -2.63360 0.1 -0.2 0.3 -0.085
C 1.13310 5.02350 -2.28710 -0.5 -0.2 0.2 -0.076
C 1.32760 4.08860 -1.26400 -0.7 0.2 -0.3 -0.078
C 2.20000 2.15830 1.08730 0.1 0.4 0.3 -0.343
C 2.82000 2.55600 2.28640 0.4 -0.3 -0.5 -0.084
C 4.20270 2.41330 2.44680 -0.2 -0.2 -0.6 -0.077
C 4.97540 1.86150 1.42160 -0.5 0.2 0.0 -0.090
C 4.36500 1.44110 0.23850 -0.3 0.2 0.4 -0.080
C 2.98470 1.58200 0.07530 0.2 0.2 0.5 -0.124
C -3.88180 1.50790 1.16820 -0.4 -0.3 -1.2 -0.198
C -5.18610 1.95050 1.53680 0.6 -0.2 -0.2 -0.114
C -6.26780 1.94620 0.66780 0.1 0.0 0.0 -0.092
C -6.11340 1.50380 -0.62350 -0.1 0.0 -0.1 -0.087
C -4.87640 1.06010 -1.05220 0.1 0.4 1.0 -0.104
C -3.74260 1.03850 -0.20790 -0.9 0.0 0.5 -0.333
P -2.16850 0.38910 -0.97820 -3.0 0.7 2.8 0.981
C -2.29170 0.62800 -2.82610 -4.6 1.4 -1.6 -0.337
C -3.16020 -0.12010 -3.64840 0.2 0.9 0.5 -0.078
C -3.18720 0.09280 -5.03000 0.8 0.7 -0.6 -0.087
C -2.34250 1.04150 -5.60950 -0.7 -1.0 0.0 -0.109
C -1.46240 1.77090 -4.80860 0.2 0.0 0.9 -0.054
C -1.43350 1.55930 -3.42760 -3.1 2.2 -4.5 -0.158
C -2.47240 -1.44330 -0.99070 -0.7 -0.3 0.4 -0.276
C -3.63920 -2.03030 -0.46590 0.4 -0.6 -0.2 -0.077
C -3.81410 -3.41670 -0.51800 0.5 0.3 -0.3 -0.095
C -2.82770 -4.22870 -1.08230 0.1 0.3 0.0 -0.084
C -1.66390 -3.65540 -1.59790 -0.6 0.3 0.4 -0.037
C -1.48760 -2.26970 -1.55350 -1.5 -1.3 -0.5 -0.082
H -2.84140 1.51780 5.70750 -0.1 0.1 -0.3 0.089
H -2.09490 0.11340 7.50770 0.0 0.1 0.0 0.102
H -0.63120 -1.82520 7.07760 0.0 0.0 0.0 0.103
H 0.09860 -2.33080 4.80150 0.0 0.0 -0.2 0.107
H 1.62830 -0.22360 4.35260 -0.2 0.0 0.0 0.094
H 4.07090 -0.30940 4.46750 0.0 0.1 0.0 0.094
H 5.38490 -1.24590 2.58750 0.0 0.0 0.0 0.099
H 4.22580 -2.09440 0.56800 0.0 -0.1 0.0 0.095
H 1.76250 -2.02970 0.43190 1.1 -2.0 0.3 0.065
H 1.17820 -3.78620 2.29380 0.2 0.3 0.0 0.094
H 0.42240 -6.10200 2.39960 0.0 0.0 0.0 0.098
H -1.99580 -6.63410 2.47990 0.0 0.0 0.0 0.097
H -3.66740 -4.80540 2.45040 0.0 0.0 0.0 0.102
H -2.93140 -2.45380 2.33530 0.0 0.1 0.0 0.103
H -2.59190 4.16350 4.43120 -0.2 -0.3 -0.1 0.092
H -1.28180 6.17730 4.68700 0.0 0.0 0.0 0.103
H 0.71120 6.57190 3.28320 0.0 0.0 0.0 0.104
H 1.39860 4.90630 1.62610 0.0 -0.1 -0.1 0.107
H -1.93300 3.57380 -0.41590 -0.1 -0.1 0.1 0.098
H -2.25970 5.22140 -2.21980 0.0 0.0 0.0 0.108
H -0.30510 6.15440 -3.42460 0.0 0.0 0.0 0.100
H 1.98650 5.43600 -2.81040 0.0 0.0 0.0 0.100
H 2.33860 3.81020 -1.02090 0.1 -0.2 0.2 0.090
H 2.24910 2.96950 3.10410 -0.2 0.0 0.0 0.101
H 4.67430 2.72660 3.36980 0.0 0.0 0.0 0.105
H 6.04490 1.74930 1.54670 0.0 0.0 0.0 0.103
H 4.96070 1.00320 -0.55180 0.0 0.0 0.0 0.104
H 2.52430 1.24830 -0.84650 -0.1 0.0 -0.1 0.089
H -5.43000 2.32320 2.51240 0.5 0.0 0.4 0.083
H -7.23700 2.29440 1.00360 0.1 0.0 0.1 0.104
H -6.95810 1.50340 -1.30100 0.0 0.0 -0.1 0.106
H -4.83820 0.73290 -2.06630 0.4 -0.2 -0.5 0.076
H -3.81700 -0.87130 -3.23090 0.1 0.0 0.2 0.106
H -3.86120 -0.48150 -5.65240 0.0 0.0 0.0 0.097
H -2.36330 1.20470 -6.67920 0.0 0.0 0.0 0.092
H -0.79830 2.49830 -5.25760 0.0 0.1 0.1 0.103
H -0.73620 2.12220 -2.82890 -0.6 3.3 -1.8 0.093
H -4.42060 -1.43700 -0.01760 0.0 0.2 0.0 0.098
H -4.71420 -3.86270 -0.11520 0.0 0.0 0.0 0.102
H -2.96460 -5.30170 -1.11750 0.0 0.0 0.0 0.101
H -0.89870 -4.28420 -2.03430 0.0 0.0 0.0 0.103
H -0.58180 -1.83750 -1.95980 -2.5 -1.3 -0.2 0.059
N 2.14170 -2.32720 -2.50790 0.0 -0.5 0.8 0.215
C 1.20060 -1.46590 -2.05700 2.5 -0.6 -1.6 -0.533
O 0.66460 -1.52350 -0.95960 4.0 -4.5 -0.4 -0.250
C 0.76070 -0.37510 -2.93490 -1.4 0.1 0.4 -0.088
C -0.38230 0.06190 -2.06730 2.6 6.0 0.2 -0.414
H 2.38340 -3.10540 -1.90850 0.1 0.0 -0.2 0.119
H 2.45670 -2.33720 -3.46710 -0.2 0.2 0.2 0.115
H 0.42440 -0.73140 -3.90960 0.4 -0.1 -0.4 0.137
H 1.52730 0.39660 -3.01990 0.0 0.1 -0.2 0.133
H -1.37840 -0.32420 -2.25910 2.9 -2.0 -1.8 -0.041
H -0.68990 1.36040 -2.27950 3.8 -6.7 3.8 0.060
H 1.07500 -1.17080 0.67960 -2.2 3.1 -0.7 0.016